1.
C5H8N2 in the gas phase. Source: OMol25; level of theory: ωB97M-V with the def2-TZVPD basis set.

Positions of all 15 atoms, in Å:
C -1.9570 -0.0045 -0.8454
C -0.6124 0.1493 -0.2049
C 0.6329 0.5684 -0.7417
C 1.9876 0.0319 -0.4342
N 1.9361 -1.1893 0.0702
C 0.6060 1.3305 1.2088
N -0.4411 0.4602 1.1079
H -2.4527 0.9611 -1.0314
H -1.8706 -0.5300 -1.8000
H -2.6257 -0.5911 -0.2033
H 0.6248 1.0796 -1.7122
H 1.0743 -1.7226 0.2245
H 2.7978 -1.6439 0.3359
H 1.1967 1.0820 2.1242
H -0.9016 0.0002 1.8874

Atoms 1-2, force components in eV/Å:
-0.008 -0.113 -0.048
0.096 0.135 0.116

Output
- ΔE to the lowest compared entry with this formula, charge and spin (kcal/mol) = 145.7
- energy (eV) = -8288.6764
- Kohn-Sham gap (eV) = 8.199

***

2.
2 unconnected molecules or ions with the total composition C5H9N3. Source: OMol25; level of theory: ωB97M-V with the def2-TZVPD basis set.

Positions of all 17 atoms, in Å:
C -0.4485 0.4869 0.1232
C 0.8125 0.6221 1.0519
C 1.0956 0.5031 -0.4269
C 1.4161 -0.9348 -0.5197
C -0.8928 -0.8609 0.1364
H -0.9007 2.4670 -0.4070
H -2.2448 1.0339 -1.2193
H 0.7324 0.2829 2.1092
H 0.8583 1.8108 1.0614
H 1.5676 1.4233 -0.9796
H 1.2515 -1.0628 -1.6263
H 2.5473 -1.0624 -0.0892
H -0.0627 -2.6590 0.3042
H -2.6338 -0.5241 0.4446
N -1.3604 1.4544 -0.2270
N 0.3364 -1.5777 0.2349
N -2.0738 -1.4026 0.0293

Atoms 1-2, force components in eV/Å:
3.158 1.430 -0.798
-2.970 7.673 0.262

Output
- ΔE to the lowest compared entry with this formula, charge and spin (kcal/mol) = 151.5
- energy (eV) = -9794.8967
- Kohn-Sham gap (eV) = 8.907